Version a
Below is 10 unconnected molecules or ions with the total composition C12H44N2O10, with properties calculated with the ωB97M-V functional and the def2-TZVPD basis.

Values from the calculation:
**Highest occupied orbital energy**: -9.215 eV
**M**: 376.49 u

Each line ends with the Löwdin charge.
Cartesian coordinates (Å):
N: -1.482 0.971 1.724  0.1413
C: -2.329 1.793 1.237  -0.5503
N: -3.319 2.045 2.066  0.1828
O: -2.082 2.460 0.028  -0.1138
H: -0.751 0.515 1.090  0.1175
H: -1.682 0.374 2.534  0.0781
H: -4.076 2.609 1.690  0.1274
H: -3.406 1.545 2.977  0.1430
C: 0.688 3.891 -0.640  -0.1069
C: -0.049 4.741 0.346  -0.3196
O: -1.192 5.177 -0.332  -0.0804
H: -0.010 3.258 -1.161  0.0387
H: 1.513 3.350 -0.302  0.0410
H: 1.123 4.443 -1.490  0.0837
H: 0.601 5.586 0.638  0.1216
H: -0.280 4.209 1.248  0.0888
H: -1.780 4.464 -0.564  0.0453
C: -1.808 -2.486 -2.599  -0.0397
C: -0.278 -2.480 -2.267  -0.3305
O: -0.024 -2.949 -1.018  -0.0921
H: -1.852 -1.915 -3.462  0.0415
H: -2.325 -2.029 -1.796  0.0586
H: -2.138 -3.555 -2.715  0.0974
H: 0.044 -1.499 -2.305  0.0640
H: 0.262 -3.117 -2.963  0.1090
H: -0.040 -3.927 -1.121  0.1338
C: 0.245 1.260 4.443  -0.1657
O: 0.246 2.121 3.337  -0.1658
H: -0.835 1.198 4.576  0.0617
H: 0.711 1.778 5.291  0.0879
H: 0.646 0.261 4.204  0.0667
H: -0.398 1.796 2.656  0.0082
C: 2.121 0.952 -3.333  -0.1547
O: 1.175 0.313 -4.170  -0.1303
H: 2.491 0.264 -2.591  0.0553
H: 1.742 1.894 -2.876  0.0883
H: 3.005 1.119 -3.880  0.0624
H: 1.261 0.600 -5.107  0.1021
C: 2.752 -2.464 2.178  -0.1436
O: 2.298 -1.225 2.710  -0.1307
H: 3.577 -2.421 1.499  0.0678
H: 1.980 -2.739 1.501  0.0436
H: 2.841 -3.199 2.955  0.0815
H: 1.689 -0.869 2.034  0.0174
C: -2.720 -1.807 2.669  -0.1302
O: -1.909 -1.164 3.657  -0.1700
H: -2.869 -2.833 2.930  0.0737
H: -2.149 -1.633 1.743  0.0732
H: -3.726 -1.338 2.602  0.0947
H: -1.200 -1.812 3.916  0.1218
C: -1.612 0.762 -2.301  -0.1773
O: -2.998 1.053 -2.395  -0.1042
H: -1.412 0.048 -3.129  0.0646
H: -1.375 0.317 -1.302  0.0740
H: -0.955 1.612 -2.439  0.0611
H: -3.295 1.307 -1.533  0.0336
C: 3.156 -3.546 -1.589  -0.2169
O: 2.532 -4.238 -2.554  -0.0934
H: 3.572 -2.623 -1.999  0.0842
H: 4.050 -4.073 -1.261  0.0874
H: 2.453 -3.253 -0.787  0.0596
H: 2.371 -3.644 -3.291  0.0831
C: 1.452 0.088 0.122  -0.1235
O: 0.410 -0.659 0.678  -0.1806
H: 2.228 -0.620 -0.102  0.0799
H: 1.767 0.888 0.799  0.1084
H: 1.149 0.564 -0.837  0.0730
H: 0.203 -1.485 0.155  0.0919


Version b
Below is 10 unconnected molecules or ions with the total composition C12H44N2O10, with properties calculated with the ωB97M-V functional and the def2-TZVPD basis.

Values from the calculation:
**Highest occupied orbital energy**: -8.563 eV
**M**: 376.49 u

Each line ends with the Löwdin charge.
Cartesian coordinates (Å):
N: -2.771 1.075 -3.941  0.1489
C: -1.474 1.128 -3.945  -0.6350
N: -0.871 0.937 -2.794  0.1682
O: -0.744 1.229 -5.117  -0.1547
H: -3.320 1.272 -4.754  0.1053
H: -3.288 1.019 -2.999  0.1572
H: 0.100 0.706 -2.879  0.0536
H: -1.191 1.057 -1.820  0.0703
C: 4.148 0.551 -3.562  -0.0712
C: 2.698 1.011 -3.633  -0.2485
O: 1.850 -0.045 -3.136  -0.1297
H: 4.431 0.397 -2.528  0.0607
H: 4.847 1.321 -3.786  0.0654
H: 4.385 -0.264 -4.179  0.0617
H: 2.429 1.152 -4.681  0.1158
H: 2.536 1.935 -3.132  0.1091
H: 1.824 -0.761 -3.759  0.0815
C: 0.172 1.919 -0.006  -0.0749
C: -0.738 0.955 0.685  -0.2956
O: -1.632 0.345 -0.222  -0.1018
H: 0.929 2.363 0.603  0.0672
H: -0.287 2.758 -0.547  0.0900
H: 0.721 1.357 -0.783  0.0584
H: -1.402 1.527 1.373  0.1045
H: -0.209 0.270 1.298  0.0771
H: -1.469 -0.610 -0.294  0.0438
C: -0.133 2.342 5.291  -0.1375
O: -0.764 1.420 4.375  -0.1503
H: 0.870 2.583 4.927  0.0561
H: -0.028 1.906 6.267  0.0657
H: -0.718 3.290 5.238  0.0893
H: -0.057 0.822 4.081  0.0063
C: 2.959 -0.538 -0.287  -0.1906
O: 3.993 -1.173 0.369  -0.0966
H: 3.098 0.534 -0.197  0.0889
H: 2.046 -0.872 0.165  0.0532
H: 2.930 -0.838 -1.289  0.0448
H: 4.315 -1.858 -0.215  0.0794
C: 2.438 0.403 3.294  -0.1148
O: 1.158 -0.181 3.315  -0.1763
H: 3.190 -0.348 3.726  0.1145
H: 2.431 1.285 3.969  0.0800
H: 2.685 0.652 2.235  0.0749
H: 1.186 -1.132 3.133  0.0907
C: -3.934 2.242 1.942  -0.2226
O: -3.781 0.934 2.222  -0.1201
H: -3.186 2.713 2.650  0.0993
H: -4.942 2.611 2.130  0.0765
H: -3.530 2.529 0.967  0.0740
H: -4.015 0.298 1.531  0.0969
C: -0.854 -2.309 -3.374  -0.1956
O: -0.735 -3.669 -3.555  -0.0812
H: -1.636 -2.009 -2.739  0.0502
H: -1.037 -1.867 -4.343  0.0884
H: 0.060 -1.838 -2.969  0.0751
H: -1.558 -3.989 -3.875  0.0681
C: -0.352 -2.782 -0.117  -0.1233
O: -1.723 -2.409 -0.303  -0.1336
H: 0.270 -1.967 0.240  0.0558
H: 0.109 -3.231 -0.967  0.0663
H: -0.316 -3.544 0.663  0.0890
H: -2.204 -3.144 -0.723  0.1113
C: -1.462 -1.717 3.307  -0.1927
O: -2.300 -2.776 3.523  -0.0669
H: -0.893 -1.825 2.380  0.0505
H: -0.689 -1.539 4.045  0.0724
H: -2.011 -0.786 3.079  0.0842
H: -2.552 -2.826 4.431  0.0736


Relative energies, unit hartree: version a 0.0155; version b 0.0000